[1]
{"formula": "C26H30NOP", "method": "wB97M-V/def2-TZVPD", "symbols": ["C", "H", "C", "C", "H", "H", "C", "C", "C", "C", "N", "P", "O", "C", "C", "C", "C", "C", "C", "H", "H", "H", "H", "H", "C", "C", "C", "C", "C", "C", "H", "H", "H", "H", "H", "H", "C", "C", "C", "C", "C", "C", "H", "H", "H", "H", "H", "H", "H", "C", "H", "H", "H", "H", "H", "H", "H", "H", "H"], "coordinates": [[-7.17384, -2.10458, 0.35638], [-8.10476, -2.34976, -0.14970], [-6.32854, -1.16709, -0.49702], [-5.01309, -0.80961, 0.18949], [-4.44609, -1.72124, 0.38986], [-5.22479, -0.33516, 1.14968], [-4.15519, 0.12796, -0.66780], [-2.87280, 0.47599, 0.03268], [-1.72422, -0.10121, -0.30206], [-0.40889, 0.17878, 0.36602], [0.58905, -0.79250, -0.07569], [1.99984, -0.85596, 0.83467], [1.72028, -0.87331, 2.27374], [3.10734, 0.50609, 0.32778], [3.37533, 0.76073, -1.00991], [4.16749, 1.83775, -1.35995], [4.69633, 2.65763, -0.37563], [4.43895, 2.39761, 0.96004], [3.64177, 1.32331, 1.31102], [3.41929, 1.09929, 2.34392], [4.85730, 3.03458, 1.72559], [5.31283, 3.50019, -0.65282], [4.37337, 2.04077, -2.40093], [2.96809, 0.11090, -1.77333], [2.77262, -2.38049, 0.20572], [1.96892, -3.49772, 0.03202], [2.53190, -4.69912, -0.35802], [3.89949, -4.78536, -0.56628], [4.70395, -3.67355, -0.37785], [4.14196, -2.47018, 0.01242], [4.76164, -1.59694, 0.16653], [5.77080, -3.74540, -0.53243], [4.34048, -5.72349, -0.87030], [1.90813, -5.57027, -0.49668], [0.90665, -3.40693, 0.20966], [0.74651, -0.75060, -1.07558], [0.09113, 1.58140, 0.09760], [0.15061, 2.06301, -1.20433], [0.70792, 3.30043, -1.46883], [1.20979, 4.07078, -0.43366], [1.14381, 3.60209, 0.86668], [0.58857, 2.36252, 1.13100], [0.54653, 1.99129, 2.14446], [1.53107, 4.20132, 1.67752], [1.65025, 5.03486, -0.64102], [0.75311, 3.66410, -2.48519], [-0.24608, 1.46531, -2.01358], [-0.49562, 0.03635, 1.45045], [-1.69472, -0.82614, -1.10404], [-2.96171, 1.48018, 1.14342], [-2.38807, 2.37237, 0.89347], [-3.99259, 1.77109, 1.32507], [-2.54466, 1.07232, 2.06333], [-3.94010, -0.36097, -1.62002], [-4.71911, 1.04099, -0.87512], [-6.11709, -1.64265, -1.45762], [-6.89163, -0.25254, -0.69851], [-7.41371, -1.63997, 1.31037], [-6.63578, -3.02927, 0.55329]], "forces_ev_per_angstrom": [[0.03, 0.14, -0.22], [-0.11, -0.08, 0.03], [0.07, -0.09, 0.31], [-0.17, 0.16, -0.41], [0.04, -0.02, 0.07], [0.01, -0.02, 0.12], [0.10, -0.25, 0.21], [-0.01, -0.02, -0.23], [-0.03, -0.03, 0.06], [-0.18, 0.19, 0.20], [0.35, -0.23, 0.08], [0.53, -0.51, -1.00], [-0.13, 0.27, 0.77], [-0.32, -0.43, 0.23], [0.01, -0.04, 0.06], [0.05, 0.01, -0.15], [0.06, 0.03, 0.03], [0.12, 0.06, 0.00], [0.09, -0.13, 0.08], [-0.03, 0.03, 0.12], [0.03, 0.05, 0.06], [0.05, 0.07, -0.02], [0.01, 0.02, -0.08], [-0.03, -0.01, -0.13], [-0.25, 0.65, 0.17], [-0.12, -0.08, -0.03], [-0.05, -0.09, -0.01], [0.03, -0.03, -0.01], [0.13, -0.03, -0.01], [0.08, 0.06, -0.03], [0.08, 0.01, -0.02], [0.07, -0.01, -0.01], [0.03, -0.07, -0.03], [-0.05, -0.06, -0.01], [-0.07, -0.08, -0.03], [-0.01, -0.08, -0.08], [-0.05, 0.23, 0.13], [-0.04, 0.05, 0.07], [-0.05, -0.05, -0.13], [0.04, 0.11, 0.06], [-0.01, 0.13, -0.01], [-0.21, -0.01, -0.10], [0.02, -0.09, 0.13], [0.05, 0.05, 0.07], [0.04, 0.08, -0.01], [0.01, 0.04, -0.09], [-0.06, -0.06, -0.10], [-0.05, 0.08, -0.12], [-0.08, -0.12, -0.16], [0.06, -0.06, -0.02], [0.01, 0.11, 0.03], [-0.08, 0.04, 0.08], [0.02, 0.05, 0.16], [-0.01, 0.03, -0.05], [-0.03, 0.04, -0.07], [0.00, 0.06, -0.07], [0.01, 0.03, -0.09], [-0.05, 0.00, 0.12], [0.02, -0.12, 0.06]], "nbo_charge": [-0.60, 0.21, -0.39, -0.38, 0.20, 0.19, -0.42, 0.06, -0.22, -0.14, -0.96, 2.09, -1.09, -0.45, -0.19, -0.20, -0.20, -0.23, -0.12, 0.23, 0.21, 0.21, 0.21, 0.21, -0.35, -0.20, -0.21, -0.19, -0.21, -0.21, 0.22, 0.22, 0.21, 0.22, 0.23, 0.39, 0.07, -0.25, -0.21, -0.22, -0.19, -0.25, 0.23, 0.21, 0.21, 0.21, 0.21, 0.24, 0.20, -0.67, 0.23, 0.21, 0.22, 0.20, 0.20, 0.19, 0.19, 0.20, 0.20], "e_lumo_ev": 0.74, "energy_ev": -40276.92820, "e_above_lowest_kcal_mol": 0.0, "e_homo_ha": -0.3209}

---

[2]
{"formula": "C26H31BaN2O8", "method": "wB97M-V/def2-TZVPD", "symbols": ["O", "C", "C", "H", "H", "C", "H", "H", "C", "H", "H", "H", "C", "H", "H", "H", "Ba", "C", "C", "C", "H", "C", "C", "H", "H", "H", "H", "C", "C", "C", "H", "C", "C", "H", "H", "H", "H", "O", "C", "C", "H", "H", "C", "H", "H", "C", "H", "H", "H", "H", "O", "C", "O", "C", "C", "C", "C", "C", "C", "N", "O", "O", "N", "O", "O", "H", "H", "H"], "coordinates": [[2.29867, -0.95312, -3.35066], [0.91102, -0.43977, -3.13105], [0.34032, -1.42764, -4.13763], [0.78500, 0.63772, -3.34776], [0.56683, -0.54965, -2.09185], [1.78499, -2.05871, -4.16422], [0.04093, -0.88238, -5.02938], [-0.50241, -1.95338, -3.65916], [2.57506, -2.15661, -5.46292], [3.52699, -1.64608, -5.35697], [2.08479, -1.59596, -6.26064], [2.80009, -3.18902, -5.74697], [1.66117, -3.34219, -3.36132], [0.88891, -3.26487, -2.57147], [2.59649, -3.59294, -2.85978], [1.38668, -4.18706, -4.00931], [0.56997, 2.04390, 0.41238], [-2.23766, -0.80784, 0.63502], [-3.05010, 0.35686, 0.55753], [-2.99409, 0.84909, -0.77597], [-3.63021, 0.78763, 1.36522], [-2.09965, 0.02013, -1.51060], [-1.69079, -1.03505, -0.65285], [-1.09033, -1.88957, -0.93397], [-2.06601, -1.43009, 1.50749], [-3.56299, 1.69239, -1.16300], [-1.77839, 0.16520, -2.54192], [1.35995, -0.90671, 1.82951], [1.44206, -1.57606, 0.58312], [2.39481, -0.88785, -0.20948], [0.89725, -2.48701, 0.32890], [2.92579, 0.18951, 0.55944], [2.30458, 0.15770, 1.84372], [2.46233, 0.88404, 2.65081], [0.72304, -1.21687, 2.64761], [2.71326, -1.19369, -1.20406], [3.70578, 0.86826, 0.21155], [1.88697, 2.70562, -1.54371], [2.69923, 2.12673, -2.68197], [3.20969, 3.27357, -3.55640], [2.06524, 1.50194, -3.32793], [3.50908, 1.49452, -2.28553], [2.66712, 4.56910, -2.93653], [2.79013, 3.15667, -4.56417], [4.30139, 3.25745, -3.65920], [1.95785, 4.20913, -1.62317], [1.93697, 5.01549, -3.61773], [3.45989, 5.30747, -2.78465], [0.91966, 4.58770, -1.58875], [2.54244, 4.57500, -0.75933], [-0.42355, 0.57042, 2.69204], [-1.46288, 1.10330, 3.21198], [-1.92500, 2.24294, 2.94948], [-2.25546, 0.23617, 4.21609], [-3.43926, 0.73871, 4.79236], [-4.17332, -0.03434, 5.73579], [-3.79191, -1.33563, 6.09469], [-2.64498, -1.85846, 5.50936], [-1.89756, -1.08820, 4.57134], [-2.34509, -3.22344, 5.95225], [-3.13345, -3.67756, 6.82759], [-1.37174, -3.87634, 5.53379], [-5.33123, 0.55072, 6.39509], [-5.73571, 1.67612, 6.03254], [-5.86899, -0.10695, 7.31882], [-3.79228, 1.74149, 4.53576], [-4.37402, -1.87999, 6.83498], [-1.02337, -1.54167, 4.12575]], "forces_ev_per_angstrom": [[-1.27, 0.47, -0.18], [0.66, -0.05, 0.43], [0.09, 0.89, 0.17], [-0.05, -0.77, -0.27], [0.34, -0.33, -0.26], [-1.50, 0.23, 0.60], [-0.13, -0.36, -0.31], [0.44, -0.31, -0.77], [-0.04, 0.11, 0.06], [0.25, -0.01, 0.38], [-0.20, -0.34, -0.13], [-0.30, 0.16, -0.16], [0.37, -0.50, 0.47], [0.45, 0.12, -0.39], [0.15, -0.04, -0.06], [0.00, 0.26, 0.06], [-1.96, -2.99, 1.85], [-0.42, 0.33, -0.83], [0.24, -0.41, -0.50], [0.50, 0.20, 0.50], [0.06, -0.01, -0.10], [0.04, -0.07, 0.22], [-0.03, 0.51, 0.32], [0.18, 0.10, 0.02], [-0.05, 0.12, -0.12], [0.17, -0.09, 0.05], [-0.32, -0.13, 0.05], [0.96, -0.71, -0.39], [0.44, 0.73, 0.61], [0.00, 0.13, 0.12], [0.13, 0.42, -0.04], [-0.10, -0.25, -0.33], [-0.36, 0.06, -0.30], [0.01, -0.42, -0.16], [0.29, 0.16, -0.28], [-0.03, 0.25, 0.31], [0.00, -0.14, 0.20], [1.72, 1.58, -2.69], [-0.13, 0.00, 0.12], [-0.11, -0.04, 0.00], [0.37, 0.42, 0.96], [-0.52, 0.32, 0.22], [-0.30, 0.33, -0.16], [0.23, 0.04, 0.22], [-0.27, 0.11, 0.20], [0.27, -1.21, 0.02], [0.14, 0.02, 0.10], [-0.17, -0.12, 0.12], [0.48, -0.14, 0.04], [-0.36, -0.24, -0.21], [-1.95, 1.57, 1.38], [0.85, 0.20, -1.19], [0.44, -0.77, 0.52], [-0.94, -0.84, 0.77], [-0.27, -0.34, 0.59], [1.41, -0.12, -0.97], [-0.38, 1.11, -0.01], [-0.33, 1.39, -0.73], [-0.10, -0.40, 0.41], [0.28, -2.26, 1.34], [1.79, 0.52, -1.83], [-1.77, 1.80, 0.36], [-1.88, 0.81, 1.11], [0.88, -2.18, 0.62], [0.99, 1.27, -1.77], [0.26, -0.39, 0.04], [0.26, 0.18, -0.37], [0.12, 0.08, -0.09]], "mulliken_charge": [-0.47, 0.35, -1.27, 0.42, -0.18, 1.65, 0.34, 0.33, -1.60, 0.33, 0.35, 0.39, -1.61, 0.19, 0.35, 0.47, 1.28, -0.82, 0.02, -1.55, 0.42, -0.02, -0.24, 0.36, 0.46, 0.36, 0.45, 1.11, -0.89, 0.29, 0.47, -1.24, -1.58, 0.49, -0.02, 0.59, 0.28, -0.11, -0.02, -0.59, -0.33, 0.32, -0.65, 0.25, 0.31, -0.56, 0.26, 0.28, 0.38, 0.34, -0.53, -0.11, -0.78, 0.37, -0.50, -0.25, 0.16, -0.27, -0.40, 0.97, -0.61, -0.60, 0.99, -0.60, -0.61, 0.51, 0.59, 0.55], "e_lumo_ev": 1.24, "energy_ev": -47511.61552, "e_homo_ha": -0.1224, "charge": -1}

---

[3]
{"formula": "C26H31IN8O4PS2TeW", "method": "wB97M-V/def2-TZVPD", "symbols": ["W", "C", "C", "N", "N", "C", "S", "S", "C", "C", "C", "C", "C", "C", "C", "C", "C", "C", "C", "C", "C", "O", "H", "H", "H", "H", "H", "H", "H", "H", "H", "H", "H", "H", "H", "H", "I", "C", "C", "C", "C", "N", "C", "H", "H", "H", "H", "C", "C", "O", "P", "O", "Te", "O", "C", "C", "H", "H", "H", "H", "H", "H", "H", "H", "H", "H", "N", "N", "N", "C", "N", "N", "H", "H", "H"], "coordinates": [[-0.95790, -0.16981, -0.41581], [0.09383, -2.94951, -2.71919], [0.28728, -2.47848, -1.32862], [-0.84219, -2.25315, -0.59058], [-0.67316, -2.17549, 0.74101], [-1.73427, -1.91631, 1.57426], [-2.74659, -0.61237, 1.14117], [-1.89472, -2.70957, 3.03349], [-0.32810, -3.64986, 3.29319], [0.50465, -2.92836, 4.30510], [1.21854, -1.78960, 3.93912], [1.97341, -1.11147, 4.87977], [2.01058, -1.56483, 6.19406], [1.29297, -2.69179, 6.56416], [0.53373, -3.37201, 5.62193], [1.57861, -2.35145, -0.72755], [2.64609, -3.22578, -1.00508], [3.84310, -3.06028, -0.34603], [4.00946, -2.00734, 0.56185], [2.99479, -1.10122, 0.81173], [1.78310, -1.28189, 0.15816], [0.81171, -0.35382, 0.30187], [-0.95051, -2.93074, -3.01740], [0.42734, -3.99345, -2.75586], [0.72231, -2.39572, -3.41712], [0.14224, -3.76359, 2.31953], [-0.66300, -4.62453, 3.64526], [1.17633, -1.43174, 2.91437], [2.53483, -0.23051, 4.59886], [2.59762, -1.03539, 6.93201], [1.32362, -3.04265, 7.58619], [-0.01926, -4.25666, 5.91309], [2.51545, -4.05017, -1.69263], [4.66032, -3.74352, -0.52870], [4.95943, -1.89160, 1.06708], [3.12424, -0.26924, 1.48991], [-2.73942, -0.46210, -6.32410], [-3.09635, -1.05722, -4.38092], [-4.11612, -1.93684, -4.05022], [-4.27175, -2.28714, -2.72030], [-3.41598, -1.77153, -1.76897], [-2.42949, -0.90397, -2.07364], [-2.28733, -0.56055, -3.36842], [-4.77298, -2.33886, -4.81049], [-5.05259, -2.96792, -2.41082], [-3.51436, -2.07005, -0.74091], [-1.53759, 0.16570, -3.61499], [0.89681, 5.99103, -1.06164], [0.08095, 5.10745, -0.16329], [-0.09589, 3.76976, -0.81957], [0.46528, 2.40466, -0.38632], [-0.59765, 1.61237, 0.45995], [0.54466, 0.99586, -2.38340], [1.71563, 2.52283, 0.50403], [3.02333, 3.17856, 0.24334], [3.51535, 2.98469, -1.16479], [1.06676, 6.94392, -0.55904], [0.37456, 6.19167, -1.99496], [1.87046, 5.55537, -1.28416], [-0.93746, 5.46281, -0.03407], [0.52273, 4.94210, 0.81847], [3.67704, 2.71602, 0.97694], [2.89189, 4.22607, 0.50659], [3.71024, 1.93643, -1.39025], [4.45474, 3.52896, -1.27192], [2.82606, 3.39760, -1.90578], [-3.63572, 4.14120, -2.75095], [-3.44993, 3.12051, -1.86122], [-4.01606, 3.13895, -0.67603], [-3.50905, 2.04603, -0.12897], [-2.68910, 1.40677, -0.97671], [-2.65395, 2.13651, -2.08911], [-4.52411, 4.58974, -2.55888], [-3.48379, 3.81424, -3.69641], [-3.76573, 1.74224, 0.86934]], "forces_ev_per_angstrom": [[-1.63, 0.02, 0.60], [-0.01, -0.07, 0.05], [-0.17, 0.12, 0.12], [0.14, -0.42, -0.07], [0.14, 0.07, 0.45], [0.36, -0.62, -0.19], [-0.08, 0.17, -0.23], [-0.13, 0.22, 0.26], [-0.03, -0.13, -0.21], [-0.08, 0.05, 0.05], [-0.01, 0.05, -0.03], [-0.02, -0.05, 0.02], [0.01, 0.02, 0.01], [0.00, 0.01, -0.02], [0.08, -0.01, 0.00], [0.04, -0.09, -0.13], [0.03, 0.08, 0.04], [-0.03, 0.02, 0.00], [0.04, 0.02, 0.03], [-0.03, -0.12, -0.12], [0.04, 0.20, 0.05], [-0.06, -0.13, 0.06], [0.00, 0.00, 0.00], [-0.01, 0.00, -0.02], [0.00, -0.01, 0.00], [0.04, -0.02, 0.04], [-0.02, 0.00, -0.01], [0.00, -0.03, 0.04], [0.00, 0.02, 0.00], [0.01, 0.00, 0.00], [0.00, -0.01, 0.01], [-0.02, -0.01, 0.00], [-0.03, 0.00, -0.01], [0.00, -0.01, 0.00], [0.00, 0.01, 0.00], [-0.01, 0.02, 0.00], [0.02, 0.05, -0.17], [0.06, 0.02, 0.21], [-0.01, 0.00, -0.09], [0.02, 0.01, 0.14], [0.07, -0.06, -0.19], [0.41, -0.06, -0.38], [-0.40, -0.09, 0.14], [0.00, -0.01, 0.00], [0.00, 0.00, 0.00], [-0.02, -0.05, 0.00], [0.11, 0.09, -0.02], [-0.01, 0.04, 0.00], [-0.11, -0.13, 0.06], [0.04, 0.26, -0.07], [-0.26, -0.07, -0.02], [0.78, 0.10, -0.48], [0.28, 0.46, -0.18], [0.19, -0.09, 0.05], [-0.11, 0.04, 0.07], [0.02, 0.02, -0.04], [-0.03, 0.00, 0.01], [0.01, -0.03, -0.02], [0.02, 0.00, 0.01], [0.02, 0.03, 0.01], [0.06, -0.02, -0.04], [0.00, 0.02, -0.01], [-0.01, 0.00, -0.04], [-0.03, -0.01, 0.01], [0.01, -0.02, 0.00], [0.00, 0.01, 0.01], [0.31, -0.05, 0.24], [-0.15, 0.09, -0.04], [0.11, -0.21, 0.02], [-0.19, 0.15, -0.08], [0.37, 0.34, 0.43], [0.05, -0.28, -0.15], [-0.04, -0.03, -0.19], [-0.20, 0.06, -0.05], [0.05, 0.01, 0.06]], "mulliken_charge": [-0.78, -1.56, 0.92, -0.14, -0.44, 0.48, -0.37, 0.03, -0.62, 0.16, 0.55, -0.89, -0.51, -0.68, -0.56, 0.66, -1.23, -0.96, -0.83, -0.42, 1.21, 1.26, 0.23, 0.53, 0.33, 0.19, 0.64, 0.30, 0.45, 0.42, 0.41, 0.41, 0.45, 0.48, 0.52, 0.78, 0.20, -0.85, -0.10, -1.07, -0.15, 0.61, -0.10, 0.50, 0.50, 0.39, 0.20, -1.08, -0.31, -0.23, 1.52, -0.64, 0.04, -0.33, -0.18, -1.15, 0.41, 0.34, 0.23, 0.39, 0.35, 0.40, 0.32, 0.27, 0.46, 0.34, -0.58, 1.09, -0.93, -0.27, 0.44, -0.52, 0.33, 0.29, 0.47], "e_lumo_ev": [-10.82, -10.82], "energy_ev": -95728.39573, "e_above_lowest_kcal_mol": 61.6, "e_homo_ha": [-0.5785, -0.5785], "charge": 3}